(1)
Molecular formula: C21H25CrN6O2
Method: DFT, ωB97M-V/def2-TZVPD

Results
**2S+1**: 2
**Charge**: +2
**HOMO energy (alpha / beta)**: -15.3 / -15.3 eV

Last column: Löwdin charge in e.
Cartesian coordinates (Å):
Cr: 0.49854 -0.48637 -0.01401  0.82
N: -1.12015 -0.87814 1.21093  0.06
C: -0.64215 -1.17702 2.55754  -0.19
C: -1.47417 -1.41613 3.61180  0.03
C: -0.93958 -1.72794 4.88050  -0.02
C: 0.41183 -1.80373 5.06093  0.02
C: 1.29274 -1.55692 3.98055  -0.12
C: 2.69933 -1.61913 4.09456  0.06
C: 3.48512 -1.35871 3.00421  0.00
C: 2.87275 -1.02781 1.79069  -0.07
N: 1.55941 -0.96193 1.64209  0.01
C: 0.75481 -1.23262 2.72179  -0.14
H: -1.52774 -1.71669 0.79390  0.13
H: -1.85727 -0.17770 1.23995  0.12
H: -2.54875 -1.37800 3.47716  0.14
H: -1.61269 -1.91572 5.70491  0.13
H: 0.82656 -2.05304 6.02887  0.14
H: 3.14363 -1.87401 5.04876  0.14
H: 4.56304 -1.40080 3.05872  0.13
H: 3.47233 -0.80233 0.91829  0.12
C: 1.34895 3.61179 0.98795  -0.12
C: -0.06213 3.68128 0.40789  -0.13
C: -0.59828 2.30402 0.72150  -0.14
O: 0.55898 1.41879 0.52123  -0.31
C: 1.80750 2.21241 0.62144  -0.11
H: 1.32183 3.73755 2.07051  0.13
H: 2.01514 4.36515 0.57416  0.14
H: -0.03434 3.84039 -0.67099  0.13
H: -0.66840 4.46384 0.85869  0.14
H: -1.39146 1.96077 0.06261  0.11
H: -0.90150 2.21573 1.76693  0.14
H: 2.29052 2.16209 -0.35128  0.12
H: 2.43136 1.74170 1.37761  0.12
O: 0.31822 -2.25810 -0.55481  -0.26
N: 1.00631 -3.16516 -1.21339  0.11
C: 2.07768 -2.77229 -1.82745  -0.24
C: 2.38681 -1.38076 -1.66369  -0.04
N: 2.27718 -0.29631 -1.28525  0.20
C: 2.87832 -3.67514 -2.58903  -0.13
N: 3.55280 -4.36156 -3.21302  0.23
C: -1.59724 -0.12487 -4.91680  -0.02
C: -2.32208 0.42637 -3.67759  -0.57
C: -2.58283 1.93452 -3.81880  -0.02
C: -3.63059 -0.33796 -3.42156  -0.02
C: -1.44178 0.22363 -2.51784  -0.04
N: -0.73784 0.05555 -1.62674  0.18
H: -2.24614 0.02072 -5.77959  0.11
H: -1.39499 -1.19109 -4.81866  0.10
H: -0.66201 0.40351 -5.09952  0.10
H: -3.22801 2.08730 -4.68304  0.11
H: -1.65716 2.48547 -3.98348  0.10
H: -3.09085 2.33702 -2.94224  0.09
H: -4.28122 -0.19448 -4.28333  0.11
H: -4.14859 0.03935 -2.53982  0.09
H: -3.45174 -1.40648 -3.30470  0.10

(2)
Molecular formula: C2H7O2
Method: DFT, ωB97M-V/def2-TZVPD

Results
**Charge**: -1
**HOMO energy**: -3.5 eV
**Energy above the lowest of the compared OMol25 structures with the same formula, charge and spin**: 0.533 eV

Last column: Löwdin charge in e.
Cartesian coordinates (Å):
O: 1.23816 -1.01990 -1.96734  -0.40
H: 0.31493 -1.30497 -2.03200  -0.09
C: 0.41091 0.40966 0.82934  -0.43
O: 0.87595 -0.83172 0.45340  -0.25
C: -1.07034 0.56132 0.29317  -0.11
H: 1.06846 1.20693 0.48036  0.08
H: 0.29731 0.44175 1.93234  0.08
H: 1.07254 -1.03897 -0.67631  -0.02
H: -1.36528 -0.37880 0.76621  0.05
H: -1.16895 0.58268 -0.78763  0.05
H: -1.67368 1.37202 0.70847  0.04

(3)
Molecular formula: C5H9LiO4Rb
Method: DFT, ωB97M-V/def2-TZVPD

Results
**2S+1**: 2
**HOMO energy (alpha / beta)**: -5.6 / -5.6 eV
**Energy above the lowest of the compared OMol25 structures with the same formula, charge and spin**: 0.000 eV

Last column: Löwdin charge in e.
Cartesian coordinates (Å):
C: -5.80751 -1.43067 -0.31578  -0.15
C: -4.99394 -2.61581 -0.84244  -0.58
O: -3.72513 -2.26778 -1.23686  -0.48
Rb: -1.40395 -0.18218 -1.47734  0.85
H: -6.82027 -1.73446 -0.00562  0.05
H: -5.30181 -0.97784 0.55239  0.05
H: -5.90398 -0.65912 -1.09691  0.05
H: -5.57763 -3.07702 -1.67536  0.08
H: -4.98197 -3.39533 -0.04287  0.08
O: 3.43443 0.24570 0.49849  -0.03
C: 2.68832 1.38202 0.75426  -0.56
C: 4.76347 0.51117 0.91747  -0.15
O: 1.63059 1.58251 0.02975  -0.21
O: 3.60111 2.49072 0.67682  -0.16
C: 4.93574 1.99487 0.59032  -0.16
Li: 2.25392 3.27924 -0.56071  0.80
H: 5.44691 -0.13735 0.35989  0.13
H: 4.86859 0.31991 1.99645  0.13
H: 5.31698 2.14957 -0.42890  0.12
H: 5.57613 2.52184 1.30695  0.13

(4)
Molecular formula: C4H13NOS
Method: DFT, ωB97M-V/def2-TZVPD

Results
**HOMO energy**: -9.2 eV
**Energy above the lowest of the compared OMol25 structures with the same formula, charge and spin**: 1.129 eV

Last column: Löwdin charge in e.
Cartesian coordinates (Å):
N: -0.22588 -0.13887 3.32968  -0.03
C: 0.49864 -0.30600 2.01036  -0.32
C: 0.15035 -1.73190 1.42661  -0.57
S: 1.15225 -2.04696 -0.03445  0.71
H: 0.45981 -0.19223 4.09785  0.06
H: -0.63362 0.79458 3.44699  0.06
H: 1.58742 -0.15404 2.05552  0.10
H: 0.06237 0.47664 1.31402  0.11
H: 0.29727 -2.46039 2.21908  0.06
H: -0.91572 -1.72468 1.14363  0.07
H: 0.92644 -3.34463 -0.33491  -0.14
C: -0.86603 1.86749 -2.90896  -0.11
C: -0.35814 0.76169 -1.97492  -0.34
O: 0.85740 1.11761 -1.26884  -0.13
H: -0.11324 2.04815 -3.71578  0.08
H: -1.84804 1.52965 -3.38949  0.09
H: -1.05798 2.82531 -2.37259  0.08
H: -0.18392 -0.15403 -2.55788  0.10
H: -1.13892 0.55243 -1.20216  0.11
H: 1.34952 0.28018 -1.28376  0.01